Record 1
Formula: C15H24BBrF4NO2PRh
Source: the OMol25 dataset
Level of theory: ωB97M-V/def2-TZVPD

Last column: Löwdin charge in e.
Cartesian coordinates (Å):
Rh1 0.451 -1.155 1.205  1.0665
Br1 -1.802 -0.424 3.446  0.8847
P1 0.756 0.668 -0.120  1.0731
F1 2.187 -1.263 2.064  -0.4622
F2 2.031 -3.941 3.802  0.3086
F3 0.337 -3.278 2.424  0.1869
F4 2.256 -4.134 1.530  0.3016
O1 -0.504 -3.609 -1.715  0.1637
O2 0.635 -2.286 -0.349  -0.1613
N1 -1.477 -1.584 0.991  -0.1030
C1 -0.485 3.011 -1.101  -0.0839
C2 -2.413 -1.308 1.895  -0.7194
C3 -1.734 -2.425 -0.028  -0.1638
C4 -3.714 -1.745 1.735  -0.0484
C5 2.357 1.394 0.459  -0.4950
C6 0.898 0.093 -1.867  -0.4865
C7 -0.474 -0.238 -2.467  -0.0836
C8 -1.960 1.532 0.223  -0.1034
C9 2.729 2.740 -0.190  -0.0989
C10 -3.004 -2.909 -0.250  0.0509
C11 -0.514 1.998 0.058  -0.4777
C12 1.705 0.947 -2.847  -0.0838
C13 -4.009 -2.528 0.629  0.0063
C14 2.397 1.642 1.973  -0.1133
C15 -0.497 -2.839 -0.802  -0.5402
B1 1.583 -3.769 2.588  -0.8702
H1 -2.320 1.021 -0.670  0.0804
H2 -2.591 2.409 0.373  0.0971
H3 -0.344 -0.945 -3.286  0.1037
H4 2.742 1.064 -2.542  0.0761
H5 2.061 3.528 0.155  0.0795
H6 -0.947 0.655 -2.874  0.0791
H7 2.746 2.747 -1.274  0.0553
H8 -4.464 -1.505 2.474  0.1232
H9 3.381 2.046 2.213  0.0940
H10 -5.021 -2.881 0.486  0.1303
H11 -0.915 2.581 -2.004  0.0727
H12 1.459 -0.836 -1.744  0.1027
H13 1.714 0.410 -3.797  0.0965
H14 3.096 0.637 0.179  0.1219
H15 -1.175 -0.677 -1.756  0.0496
H16 -0.202 2.510 0.975  0.1080
H17 1.269 1.928 -3.030  0.0740
H18 -1.112 3.857 -0.815  0.0965
H19 0.499 3.397 -1.339  0.0560
H20 -2.093 0.886 1.082  -0.0023
H21 3.729 3.001 0.157  0.0943
H22 -3.173 -3.585 -1.077  0.1416
H23 1.672 2.410 2.255  0.0779
H24 2.253 0.754 2.577  0.0444

Results
- relative energy (zero: lowest compared OMol25 entry of this formula, charge and spin) (eV) = 0.244
- 2S+1 = 1
- net charge = +1
- LUMO level (eV) = -4.6
- HOMO energy (eV) = -13.39

---

Record 2
Formula: C24H54As3N9O2Ru
Source: the OMol25 dataset
Level of theory: ωB97M-V/def2-TZVPD

Last column: Löwdin charge in e.
Cartesian coordinates (Å):
Ru1 0.148 0.256 0.543  0.9176
As1 2.747 0.116 0.119  1.0823
As2 0.195 2.783 -0.116  1.0704
As3 4.641 5.951 -0.507  1.4246
O1 -0.172 -1.983 -0.326  -0.0923
O2 1.980 -2.489 -0.612  -0.0856
N1 -0.103 -0.494 2.818  -0.0263
N2 -0.798 0.226 4.723  -0.0725
N3 -0.096 0.842 2.849  -0.1157
N4 -3.979 -0.633 -1.518  -0.0864
N5 1.788 -4.909 -0.864  0.1599
N6 -4.233 -1.315 0.737  -0.0864
N7 -0.507 1.273 3.976  0.1057
N8 -4.489 0.977 0.143  -0.0829
N9 -2.295 -0.025 0.099  -0.1645
C1 -2.567 -0.417 -1.302  -0.1811
C2 -4.461 -1.698 -0.650  -0.1412
C3 3.230 2.900 -1.564  -0.0767
C4 3.231 3.147 -0.059  -0.6767
C5 -0.185 3.645 -1.850  -0.2622
C6 0.773 -2.759 -0.487  -0.6225
C7 -0.937 3.910 1.018  -0.2810
C8 -4.962 -0.086 1.021  -0.1465
C9 -1.210 0.325 6.094  -0.0904
C10 1.882 3.706 0.406  -0.3302
C11 -0.549 -0.880 3.996  -0.0875
C12 4.039 -0.403 -1.274  -0.2509
C13 0.485 -4.308 -0.530  -0.0358
C14 -4.716 0.591 -1.245  -0.1439
C15 -3.079 1.199 0.363  -0.2084
C16 5.582 5.654 -2.199  -0.2427
C17 4.361 4.128 0.338  -0.2801
C18 -0.048 0.030 7.070  -0.3886
C19 3.510 -0.900 1.606  -0.2733
C20 1.038 1.097 6.961  -0.0629
C21 2.981 6.793 -1.138  -0.2529
C22 3.568 1.855 0.701  -0.3265
C23 -2.824 -1.100 0.965  -0.1973
C24 0.516 -1.377 6.883  -0.0693
H1 3.476 -1.964 1.379  0.0248
H2 5.031 -0.034 -1.004  0.0457
H3 2.492 6.180 -1.895  0.0365
H4 -0.278 -2.122 6.865  0.0846
H5 -6.028 -0.245 0.863  0.1400
H6 5.335 3.661 0.160  0.0823
H7 1.170 -1.614 7.717  0.0948
H8 -1.572 1.343 6.251  0.1419
H9 3.309 1.981 1.758  0.0859
H10 3.761 -0.025 -2.256  0.0325
H11 -3.923 -2.623 -0.868  0.1342
H12 -0.911 3.548 2.047  0.0165
H13 3.270 7.738 -1.599  0.0487
H14 -2.213 0.383 -1.964  0.1288
H15 -4.368 1.384 -1.910  0.1333
H16 2.986 3.812 -2.110  0.0714
H17 4.549 -0.602 1.761  0.0449
H18 0.646 2.075 7.231  0.0875
H19 2.395 -3.990 -0.814  0.1416
H20 -0.490 0.087 8.068  0.1490
H21 2.297 7.016 -0.323  0.0379
H22 4.646 1.666 0.656  0.0809
H23 -2.682 -0.815 2.014  0.1079
H24 -0.706 -1.890 4.313  0.1482
H25 1.827 -5.308 -1.808  0.1776
H26 -2.919 1.519 1.400  0.1226
H27 -1.260 3.617 -2.031  0.0332
H28 0.128 4.691 -1.811  0.0327
H29 -5.781 0.429 -1.411  0.1405
H30 1.766 4.734 0.045  0.0512
H31 -1.971 3.909 0.674  0.0297
H32 4.203 2.544 -1.898  0.0968
H33 2.944 -0.718 2.521  0.0158
H34 0.151 -4.613 0.461  0.1411
H35 -2.267 -2.018 0.754  0.1124
H36 5.964 6.613 -2.546  0.0476
H37 -2.020 -1.337 -1.520  0.1106
H38 1.450 1.154 5.954  0.0662
H39 -4.797 0.203 2.062  0.1320
H40 -2.732 1.983 -0.324  0.0965
H41 1.109 -1.458 5.972  0.0692
H42 -0.290 -4.544 -1.256  0.1418
H43 4.059 -1.490 -1.314  0.0214
H44 4.298 4.321 1.412  0.0862
H45 1.865 3.735 1.503  0.0899
H46 -0.571 4.939 0.994  0.0424
H47 4.907 5.261 -2.959  0.0489
H48 -2.021 -0.388 6.255  0.1438
H49 1.852 0.864 7.640  0.0903
H50 0.313 3.145 -2.681  0.0284
H51 -5.528 -1.856 -0.815  0.1406
H52 2.476 2.141 -1.807  0.0531
H53 2.111 -5.611 -0.192  0.1743
H54 6.428 4.984 -2.068  0.0446

Results
- relative energy (zero: lowest compared OMol25 entry of this formula, charge and spin) (eV) = 0.459
- 2S+1 = 6
- net charge = +3
- LUMO level (spin up / spin down) (eV) = -6.1 / -10.8
- HOMO energy (spin up / spin down) (eV) = -14.62 / -14.73

---

Record 3
Formula: C12H26F4N6O2SSi2
Source: the OMol25 dataset
Level of theory: ωB97M-V/def2-TZVPD

Last column: Löwdin charge in e.
Cartesian coordinates (Å):
S1 -4.685 -3.635 1.260  0.6126
Si1 4.204 3.901 2.054  0.2050
Si2 1.665 2.678 1.073  0.1897
F1 -3.954 -3.646 2.620  -0.0945
F2 -3.372 0.836 -0.931  0.2155
F3 -2.351 -0.010 0.770  0.2111
F4 -1.256 0.520 -1.012  0.2188
O1 -6.009 -3.196 1.462  -0.1976
O2 -4.386 -4.824 0.571  -0.2013
N1 -3.105 -3.379 -1.426  0.2301
N2 -3.831 -2.366 0.605  0.0427
N3 -2.090 -3.650 -3.536  0.1933
N4 2.709 3.946 1.300  -0.2350
N5 -2.546 -1.280 -1.074  0.1134
N6 -2.048 -1.640 -2.299  0.2143
C1 -4.219 -4.721 -4.091  0.0050
C2 5.464 2.762 1.202  -0.2069
C3 4.952 5.638 2.028  -0.2137
C4 -2.006 -6.004 -3.967  0.0081
C5 0.126 3.320 0.166  -0.2031
C6 2.362 1.269 -0.005  -0.2029
C7 -2.755 -4.726 -3.848  -0.2955
C8 -3.190 -2.368 -0.591  -0.2916
C9 -2.381 0.053 -0.548  -0.6386
C10 -2.404 -2.925 -2.493  -0.3378
C11 4.134 3.377 3.879  -0.2063
C12 1.033 1.883 2.683  -0.2012
H1 3.348 3.927 4.400  0.0151
H2 1.568 0.576 -0.328  -0.0148
H3 0.178 1.214 2.496  -0.0081
H4 0.706 2.656 3.380  0.0180
H5 -0.590 2.506 0.005  -0.0295
H6 -3.838 -1.508 1.141  0.1410
H7 -1.042 -5.797 -4.426  0.1016
H8 5.231 1.707 1.368  0.0020
H9 2.832 1.679 -0.901  0.0163
H10 -4.416 -4.693 -5.161  0.1123
H11 -4.684 -3.882 -3.578  0.0857
H12 5.476 2.949 0.126  0.0141
H13 -4.633 -5.625 -3.644  0.1054
H14 1.809 1.285 3.165  0.0061
H15 4.301 6.337 2.557  0.0116
H16 6.477 2.934 1.586  0.0101
H17 5.066 5.984 0.998  0.0112
H18 5.083 3.583 4.387  0.0103
H19 3.937 2.307 3.985  0.0024
H20 0.399 3.739 -0.805  0.0166
H21 5.938 5.661 2.506  0.0092
H22 -1.855 -6.338 -2.938  0.1178
H23 -1.515 -1.052 -2.921  0.1977
H24 -2.573 -6.729 -4.542  0.0914
H25 -0.367 4.095 0.754  0.0169
H26 3.102 0.677 0.538  0.0059

Results
- 2S+1 = 1
- LUMO level (eV) = -2.6
- HOMO energy (eV) = -5.25

---

Computed DFT total energy (eV) in order:
-115415.1144, -228340.5458, -63359.8462